Run i
Here is a molecular structure, C2H7N3 from OMol25. Energies are from ωB97M-V/def2-TZVPD.

Results
Lowest unoccupied orbital energy in eV: 0.7
Frontier orbital gap in eV: 10.07
2S+1: 1
Highest occupied orbital energy in eV: -9.4
Molar mass in g/mol: 73.10

Each line ends with the natural charge from an NBO analysis.
Geometry (Å):
C  0.087  -0.533  1.610  -0.675
C  0.292  -0.294  0.181  0.332
H  -0.146  0.704  2.323  0.232
H  -0.802  -1.555  1.761  0.262
H  1.429  -1.095  1.852  0.272
H  1.330  -0.616  -1.403  0.335
H  -1.327  1.003  0.280  0.377
H  0.203  1.502  -1.796  0.323
H  -0.775  0.228  -2.389  0.345
N  1.230  -0.832  -0.389  -0.708
N  -0.734  0.474  -0.386  -0.475
N  -0.789  1.016  -1.644  -0.620

***

Run ii
Here is a single C2H7N3 molecule from OMol25. Energies are from ωB97M-V/def2-TZVPD.

Results
Lowest unoccupied orbital energy in eV: 0.6
SMILES string: [H]/N=C\C(N)N
Frontier orbital gap in eV: 9.53
2S+1: 1
Highest occupied orbital energy in eV: -8.9
Molar mass in g/mol: 73.10

Each line ends with the natural charge from an NBO analysis.
Geometry (Å):
C  0.247  0.129  0.140  0.041
N  0.976  1.333  0.035  -0.844
N  1.090  -1.042  -0.052  -0.838
N  -2.018  -0.473  0.240  -0.652
C  -1.073  0.073  -0.484  0.133
H  0.686  1.953  -0.710  0.365
H  1.983  1.232  -0.006  0.384
H  1.123  -1.620  0.780  0.374
H  0.769  -1.619  -0.822  0.366
H  -2.119  -0.123  1.188  0.366
H  -0.428  -0.221  1.208  0.129
H  -1.237  0.378  -1.516  0.176

***

It is run i that is the least stable of them.

***

Run i
Here is a single C2H7N3 molecule from OMol25. Energies are from ωB97M-V/def2-TZVPD.

Results
Lowest unoccupied orbital energy in eV: 1.2
SMILES string: C/N=C/NN
Frontier orbital gap in eV: 9.97
2S+1: 1
Highest occupied orbital energy in eV: -8.8
Molar mass in g/mol: 73.10

Each line ends with the natural charge from an NBO analysis.
Geometry (Å):
C  2.232  -0.191  0.413  -0.425
C  -0.061  -0.290  -0.211  0.270
H  2.816  -0.992  0.993  0.206
H  2.623  0.886  0.772  0.196
H  2.379  -0.239  -0.697  0.172
H  0.055  -0.084  -1.258  0.151
H  -1.592  -0.354  1.121  0.365
H  -3.162  0.068  -0.959  0.361
H  -2.407  1.384  -0.245  0.345
N  0.831  -0.354  0.703  -0.507
N  -1.436  -0.327  0.078  -0.472
N  -2.277  0.493  -0.710  -0.663

***

Run ii
Here is a single C2H7N3 molecule from OMol25. Energies are from ωB97M-V/def2-TZVPD.

Results
Lowest unoccupied orbital energy in eV: 1.2
SMILES string: C/N=C/NN
Frontier orbital gap in eV: 10.17
2S+1: 1
Highest occupied orbital energy in eV: -8.9
Molar mass in g/mol: 73.10

Each line ends with the natural charge from an NBO analysis.
Geometry (Å):
C  -1.881  -0.540  -1.093  -0.439
C  0.171  -0.321  -0.054  0.253
H  -1.730  -1.089  -2.013  0.204
H  -2.720  0.200  -1.274  0.200
H  -2.140  -1.102  -0.175  0.179
H  -0.028  -1.252  0.591  0.166
H  1.169  1.420  -0.185  0.362
H  2.942  0.458  1.532  0.357
H  1.527  1.219  1.966  0.337
N  -0.574  0.170  -0.933  -0.474
N  1.378  0.416  0.155  -0.474
N  1.886  0.423  1.484  -0.672

***

Run iii
Here is a single C2H7N3 molecule from OMol25. Energies are from ωB97M-V/def2-TZVPD.

Results
Lowest unoccupied orbital energy in eV: 1.0
SMILES string: [H]/N=C(/C)NN
Frontier orbital gap in eV: 10.14
2S+1: 1
Highest occupied orbital energy in eV: -9.1
Molar mass in g/mol: 73.10

Each line ends with the natural charge from an NBO analysis.
Geometry (Å):
C  1.155  1.136  0.907  -0.669
C  0.219  0.056  0.447  0.423
H  1.503  1.782  0.100  0.204
H  0.637  1.794  1.638  0.238
H  2.004  0.637  1.425  0.244
H  -0.772  -1.544  0.730  0.319
H  0.291  0.958  -1.369  0.378
H  -0.681  -1.540  -1.472  0.343
H  -1.939  -0.523  -1.072  0.349
N  -0.097  -0.923  1.211  -0.735
N  -0.186  0.249  -0.839  -0.459
N  -1.044  -0.571  -1.530  -0.633

***

It is run ii that is the least stable of them.

***

Run i
Here is a single C24H34N6O2 molecule from OMol25. Energies are from ωB97M-V/def2-TZVPD.

Results
Lowest unoccupied orbital energy in eV: 0.8
SMILES string: CCc1[nH]nc(C(=O)N2CCC[C@@H](CCC(=O)N3CCN(c4ccccn4)CC3)C2)c1C
Frontier orbital gap in eV: 8.57
2S+1: 1
Highest occupied orbital energy in eV: -7.8
Molar mass in g/mol: 438.58

Each line ends with the natural charge from an NBO analysis.
Geometry (Å):
C  -7.535  -3.028  0.310  -0.592
H  -8.193  -3.846  0.593  0.210
H  -7.381  -3.063  -0.765  0.211
H  -8.024  -2.089  0.557  0.203
C  -6.194  -3.147  1.040  -0.431
C  -5.276  -2.040  0.659  0.143
C  -4.377  -1.917  -0.384  -0.084
C  -3.841  -0.614  -0.242  0.024
N  -4.371  -0.005  0.813  -0.268
N  -5.229  -0.870  1.340  -0.316
H  -5.734  -0.628  2.177  0.406
C  -2.760  -0.033  -1.070  0.663
O  -1.859  -0.747  -1.495  -0.644
N  -2.815  1.285  -1.366  -0.425
C  -3.767  2.251  -0.877  -0.221
H  -4.609  1.741  -0.415  0.245
C  -3.093  3.180  0.134  -0.413
H  -2.813  2.597  1.011  0.213
C  -1.862  3.833  -0.491  -0.406
H  -1.345  4.443  0.250  0.210
H  -2.185  4.498  -1.297  0.199
C  -0.906  2.789  -1.082  -0.206
C  -1.697  1.897  -2.050  -0.226
H  -1.069  1.096  -2.445  0.245
H  -2.080  2.497  -2.883  0.192
H  -0.132  3.310  -1.659  0.202
C  -0.216  1.920  -0.026  -0.398
C  0.747  2.709  0.867  -0.488
C  1.527  1.764  1.762  0.693
O  1.194  1.574  2.919  -0.641
N  2.605  1.137  1.230  -0.446
C  3.103  1.215  -0.125  -0.228
H  4.142  1.568  -0.098  0.202
C  3.088  -0.182  -0.766  -0.236
N  3.854  -1.108  0.040  -0.415
C  5.193  -1.244  -0.223  0.391
N  5.637  -0.647  -1.334  -0.503
C  6.900  -0.796  -1.687  0.069
C  7.819  -1.534  -0.966  -0.319
C  7.368  -2.161  0.190  -0.144
C  6.052  -2.024  0.572  -0.308
H  5.699  -2.523  1.460  0.212
H  8.043  -2.757  0.788  0.214
H  8.844  -1.620  -1.290  0.218
H  7.181  -0.283  -2.599  0.189
C  3.310  -1.195  1.376  -0.217
H  2.272  -1.535  1.296  0.209
H  3.860  -1.913  1.981  0.209
C  3.340  0.187  2.041  -0.242
H  4.380  0.522  2.136  0.190
H  2.873  0.160  3.027  0.255
H  2.062  -0.555  -0.829  0.203
H  3.532  -0.140  -1.759  0.252
H  2.515  1.904  -0.724  0.214
H  0.181  3.361  1.533  0.233
H  1.416  3.329  0.268  0.205
H  0.328  1.129  -0.545  0.210
H  -0.959  1.431  0.604  0.218
H  -3.801  3.947  0.450  0.211
H  -4.123  2.837  -1.735  0.181
C  -4.060  -2.915  -1.440  -0.644
H  -4.790  -2.863  -2.248  0.212
H  -4.077  -3.923  -1.030  0.211
H  -3.075  -2.708  -1.848  0.259
H  -6.363  -3.126  2.120  0.210
H  -5.728  -4.100  0.785  0.223

***

Run ii
Here is a single C24H34N6O2 molecule from OMol25. Energies are from ωB97M-V/def2-TZVPD.

Results
Lowest unoccupied orbital energy in eV: 0.2
SMILES string: NC(=O)[C@@H]1CCCN1Cc1c(C(=O)N2CCN(C3CCCCC3)CC2)nc2ccccn12
Frontier orbital gap in eV: 8.10
2S+1: 1
Highest occupied orbital energy in eV: -7.9
Molar mass in g/mol: 438.58

Each line ends with the natural charge from an NBO analysis.
Geometry (Å):
N  -2.335  -3.434  0.119  -0.824
C  -3.651  -3.492  0.337  0.661
O  -4.273  -4.528  0.484  -0.652
C  -4.366  -2.130  0.375  -0.141
N  -3.485  -1.031  -0.007  -0.446
C  -3.045  -0.198  1.095  -0.254
C  -2.176  0.915  0.623  0.182
C  -0.823  0.940  0.296  0.022
N  -0.459  2.177  -0.123  -0.475
C  -1.541  2.925  -0.061  0.308
C  -1.713  4.280  -0.379  -0.203
C  -2.943  4.848  -0.215  -0.205
C  -4.018  4.075  0.276  -0.258
C  -3.844  2.761  0.577  0.020
N  -2.629  2.184  0.405  -0.321
H  -4.641  2.143  0.961  0.220
H  -4.986  4.528  0.414  0.229
H  -3.105  5.887  -0.453  0.223
H  -0.861  4.830  -0.744  0.235
C  0.070  -0.233  0.391  0.664
O  -0.420  -1.361  0.460  -0.683
N  1.403  -0.059  0.453  -0.408
C  2.150  1.170  0.338  -0.252
H  1.467  2.014  0.273  0.268
C  3.021  1.107  -0.931  -0.212
N  3.894  -0.041  -0.984  -0.462
C  3.158  -1.261  -0.753  -0.223
H  3.848  -2.101  -0.683  0.206
C  2.265  -1.222  0.502  -0.249
H  1.635  -2.112  0.544  0.248
H  2.875  -1.168  1.409  0.192
H  2.508  -1.424  -1.621  0.197
C  5.242  0.086  -0.464  -0.024
C  5.452  -0.246  1.023  -0.424
C  6.901  0.022  1.422  -0.395
C  7.859  -0.805  0.571  -0.396
C  7.649  -0.501  -0.909  -0.396
C  6.201  -0.766  -1.307  -0.404
H  5.979  -1.825  -1.163  0.191
H  6.045  -0.533  -2.361  0.217
H  8.318  -1.116  -1.515  0.208
H  7.893  0.547  -1.102  0.192
H  8.890  -0.588  0.855  0.207
H  7.679  -1.868  0.752  0.193
H  7.041  -0.217  2.479  0.208
H  7.123  1.084  1.289  0.193
H  4.790  0.362  1.643  0.204
H  5.222  -1.298  1.201  0.194
H  5.522  1.136  -0.613  0.191
H  3.611  2.020  -1.016  0.202
H  2.345  1.051  -1.793  0.194
H  2.786  1.272  1.226  0.179
H  -2.467  -0.831  1.774  0.244
H  -3.901  0.224  1.661  0.166
C  -4.071  -0.330  -1.137  -0.215
C  -4.905  -1.399  -1.830  -0.410
H  -5.647  -0.978  -2.506  0.215
C  -5.521  -2.125  -0.639  -0.403
H  -5.845  -3.139  -0.865  0.245
H  -6.373  -1.563  -0.251  0.199
H  -4.254  -2.074  -2.384  0.211
H  -3.281  0.076  -1.774  0.205
H  -4.726  0.502  -0.821  0.152
H  -4.750  -2.011  1.399  0.208
H  -1.807  -4.291  0.127  0.395
H  -1.840  -2.551  0.084  0.449

***

It is run i that is the least stable of them.

***

Run i
Here is a single C4H6S molecule from OMol25. Energies are from ωB97M-V/def2-TZVPD.

Results
Lowest unoccupied orbital energy in eV: -0.6
SMILES string: S=C1CCC1
Frontier orbital gap in eV: 7.98
2S+1: 1
Highest occupied orbital energy in eV: -8.5
Molar mass in g/mol: 86.16

Each line ends with the natural charge from an NBO analysis.
Geometry (Å):
C  0.412  -0.534  0.896  0.008
C  1.020  0.295  -0.302  -0.506
C  -0.371  0.083  -0.996  -0.403
C  -1.029  -0.218  0.453  -0.498
H  1.154  1.361  0.117  0.243
H  1.909  -0.147  -0.886  0.247
H  -0.858  0.848  -1.908  0.211
H  -0.581  -0.890  -1.445  0.210
H  -2.018  -0.832  0.690  0.259
H  -0.995  0.836  1.055  0.248
S  1.356  -0.802  2.326  -0.020

***

Run ii
Here is a single C4H6S molecule from OMol25. Energies are from ωB97M-V/def2-TZVPD.

Results
Lowest unoccupied orbital energy in eV: 1.1
SMILES string: C=CSC=C
Frontier orbital gap in eV: 9.41
2S+1: 1
Highest occupied orbital energy in eV: -8.3
Molar mass in g/mol: 86.16

Each line ends with the natural charge from an NBO analysis.
Geometry (Å):
C  2.622  -0.211  0.056  -0.441
C  1.374  0.178  -0.021  -0.341
C  -1.401  0.012  -0.394  -0.348
C  -2.540  -0.146  0.209  -0.388
H  2.869  -1.241  -0.209  0.219
H  3.338  0.665  0.385  0.224
H  1.046  1.264  0.145  0.216
H  -1.133  0.795  -0.998  0.205
H  -3.302  0.597  0.023  0.201
H  -2.884  -0.919  0.943  0.214
S  0.012  -0.994  -0.140  0.239

***

It is run i that is the least stable of them.

***

Run i
Here is 2 unconnected molecules or ions with the total composition C4H6S from OMol25. Energies are from ωB97M-V/def2-TZVPD.

Results
Lowest unoccupied orbital energy in eV: -0.4
SMILES string: C=C=C.C=S
Frontier orbital gap in eV: 8.40
2S+1: 1
Highest occupied orbital energy in eV: -8.8
Molar mass in g/mol: 86.16

Each line ends with the natural charge from an NBO analysis.
Geometry (Å):
C  -1.607  1.791  -0.812  -0.512
C  -1.153  0.686  -0.291  0.114
C  -0.575  -0.332  0.127  -0.494
C  2.002  -0.471  -0.668  -0.524
S  3.047  0.167  0.334  0.104
H  -2.718  1.860  -0.986  0.236
H  -0.031  -0.983  -0.553  0.220
H  -0.367  -0.638  1.086  0.226
H  1.802  0.086  -1.601  0.201
H  1.918  -1.553  -0.723  0.193
H  -0.841  2.559  -0.937  0.235

***

Run ii
Here is a single C4H6S molecule from OMol25. Energies are from ωB97M-V/def2-TZVPD.

Results
Lowest unoccupied orbital energy in eV: 0.9
SMILES string: C=C[C@@H]1CS1
Frontier orbital gap in eV: 9.60
2S+1: 1
Highest occupied orbital energy in eV: -8.7
Molar mass in g/mol: 86.16

Each line ends with the natural charge from an NBO analysis.
Geometry (Å):
C  -1.927  -0.541  0.078  -0.416
C  -0.716  -0.406  -0.372  -0.161
C  0.485  0.087  0.559  -0.247
C  1.472  0.696  -0.212  -0.568
H  -2.801  -0.449  -0.452  0.213
H  -1.921  -0.319  1.110  0.187
H  -0.237  -0.774  -1.354  0.212
H  0.354  0.064  1.653  0.250
H  1.103  0.965  -1.215  0.223
H  2.139  1.573  0.179  0.235
S  2.049  -0.896  0.026  0.073

***

It is run i that is the least stable of them.

***

Run i
Here is a single C2H7NO molecule from OMol25. Energies are from ωB97M-V/def2-TZVPD.

Results
Lowest unoccupied orbital energy in eV: 1.0
SMILES string: NCCO
Frontier orbital gap in eV: 9.98
2S+1: 1
Highest occupied orbital energy in eV: -9.0
Molar mass in g/mol: 61.08

Each line ends with the natural charge from an NBO analysis.
Geometry (Å):
C  -0.644  -0.668  -0.190  -0.227
C  0.085  0.011  1.020  -0.084
H  0.738  -1.467  -1.469  0.363
H  0.528  0.137  -1.662  0.371
H  -0.975  -1.670  0.145  0.197
H  -1.506  -0.003  -0.369  0.166
H  0.899  -0.492  1.518  0.183
H  -0.648  0.245  1.867  0.153
H  -0.319  1.757  0.034  0.453
N  0.066  -0.733  -1.356  -0.842
O  0.522  1.320  0.556  -0.733

***

Run ii
Here is 2 unconnected molecules or ions with the total composition C2H7NO from OMol25. Energies are from ωB97M-V/def2-TZVPD.

Results
Lowest unoccupied orbital energy in eV: 0.6
Frontier orbital gap in eV: 8.27
2S+1: 1
Highest occupied orbital energy in eV: -7.7
Molar mass in g/mol: 61.08

Each line ends with the natural charge from an NBO analysis.
Geometry (Å):
C  -0.887  0.276  0.269  0.602
C  1.024  -1.073  -0.325  -1.155
N  -0.700  1.570  0.511  -0.748
O  -1.347  -0.102  -0.894  -0.744
H  -0.337  -0.761  -0.937  0.441
H  -0.891  -0.365  1.146  0.180
H  -0.663  2.207  -0.270  0.415
H  -0.379  1.895  1.408  0.406
H  1.748  -0.284  -0.110  0.192
H  1.085  -1.824  0.467  0.194
H  1.348  -1.539  -1.265  0.216

***

Run iii
Here is 2 unconnected molecules or ions with the total composition C2H7NO from OMol25. Energies are from ωB97M-V/def2-TZVPD.

Results
Lowest unoccupied orbital energy in eV: 1.1
SMILES string: C=C.NO
Frontier orbital gap in eV: 11.24
2S+1: 1
Highest occupied orbital energy in eV: -10.1
Molar mass in g/mol: 61.08

Each line ends with the natural charge from an NBO analysis.
Geometry (Å):
N  -1.983  0.492  0.481  -0.528
O  -1.778  -0.867  0.954  -0.603
H  -0.888  -0.815  1.359  0.464
H  -2.876  0.736  0.915  0.335
H  -2.185  0.342  -0.511  0.336
C  1.610  -0.626  -0.711  -0.394
C  1.630  0.661  -0.349  -0.387
H  0.874  1.072  0.313  0.201
H  2.362  -1.029  -1.381  0.194
H  0.838  -1.298  -0.353  0.190
H  2.397  1.334  -0.717  0.193

***

Run iv
Here is 2 unconnected molecules or ions with the total composition C2H7NO from OMol25. Energies are from ωB97M-V/def2-TZVPD.

Results
Lowest unoccupied orbital energy in eV: 0.9
SMILES string: C=CO.N
Frontier orbital gap in eV: 9.36
2S+1: 1
Highest occupied orbital energy in eV: -8.5
Molar mass in g/mol: 61.08

Each line ends with the natural charge from an NBO analysis.
Geometry (Å):
N  -1.693  -0.665  -0.846  -1.070
H  -1.382  0.160  -1.352  0.377
H  -2.272  -0.173  -0.222  0.362
H  -2.480  -1.114  -1.444  0.369
C  1.485  0.077  1.426  -0.545
C  0.985  0.700  0.262  0.171
O  0.740  0.157  -0.944  -0.734
H  1.968  0.812  2.065  0.203
H  1.590  -0.984  1.625  0.204
H  0.956  1.695  0.228  0.148
H  0.103  -0.665  -0.797  0.514

***

It is run ii that is the least stable of them.